No. 1
# C5H8O

A 2-piece molecular cluster, C5H8O overall (wB97M-V/def2-TZVPD, OMol25).

Calculated values
Energy relative to the best compared isomer or geometry (same formula, charge and spin) ... 5.208 eV
Charge ... 0

Geometry as XYZ:
```
14
Properties=species:S:1:pos:R:3:forces:R:3
C 0.32744 -0.73148 1.03332 0.1 -0.2 0.1
C 0.21582 0.75392 1.07042 0.1 0.2 0.1
C -0.37417 -0.00900 -0.08166 0.0 0.0 -0.1
C 0.07597 0.06481 -1.50932 -0.3 0.0 0.1
O -1.19098 -0.02485 -1.93486 0.2 0.0 -0.1
C -1.79000 -0.10547 -0.60997 -0.2 0.0 0.2
H 1.28973 -1.17616 0.79638 -0.2 0.1 0.0
H -0.29521 -1.31083 1.71002 0.1 0.1 -0.1
H -0.48068 1.20105 1.77482 0.1 -0.1 -0.1
H 1.09988 1.34746 0.85534 -0.1 -0.1 0.0
H 2.61363 0.14871 -1.25724 0.1 0.0 0.0
H 3.28733 0.15367 -0.93228 0.0 0.0 0.0
H -2.45915 0.74166 -0.43473 0.1 -0.1 0.0
H -2.31961 -1.05349 -0.48022 0.1 0.1 0.0
```
Positions in Å, forces in eV/Å.

natural (NBO) population analysis, charges in e, atoms 1 to 5:
1. C -0.384
2. C -0.384
3. C -0.278
4. C 0.292
5. O -0.461

No. 2
# C5H8O

A 2-piece molecular cluster, C5H8O overall (wB97M-V/def2-TZVPD, OMol25).

Calculated values
SMILES ... CC1=CC1.C=O
Energy relative to the best compared isomer or geometry (same formula, charge and spin) ... 4.309 eV
Charge ... 0

Geometry as XYZ:
```
14
Properties=species:S:1:pos:R:3:forces:R:3
C -2.37825 1.26671 -0.05358 0.5 1.9 -1.9
C -1.48435 0.10208 0.09862 1.7 -0.8 0.9
C -0.85471 -0.80197 0.82027 -2.4 1.7 -0.6
C -0.28644 -0.62399 -0.53447 -1.2 0.5 -1.1
H -3.42615 1.15152 0.14399 -0.5 -0.7 0.3
H -2.34039 1.70049 -1.12903 0.1 -0.8 1.6
H -2.06647 2.12114 0.58375 0.1 -0.6 -0.2
H -1.05259 -1.23490 1.76759 0.7 -0.8 0.5
H -0.60058 -1.25284 -1.37217 0.4 -0.4 0.2
H 0.61940 -0.07531 -0.72309 0.3 0.0 0.2
C 3.45955 -0.54918 0.07817 -0.8 -1.6 1.6
O 2.71909 0.25913 -0.40754 0.6 -0.4 0.5
H 4.48963 -0.71023 -0.20731 0.7 0.4 -0.6
H 3.20224 -1.35263 0.93481 -0.3 1.7 -1.4
```
Positions in Å, forces in eV/Å.

natural (NBO) population analysis, charges in e, atoms 1 to 5:
1. C -0.665
2. C 0.042
3. C -0.233
4. C -0.422
5. H 0.231

| no. | largest force on an atom (eV Å⁻¹) | electronic energy (eV) | HOMO level (Eh) |
| --- | --- | --- | --- |
| 1 | 0.3 | -7357.0471 | -0.3197 |
| 2 | 3.0 | -7357.9462 | -0.3172 |